No. 1
An isolated molecule of C8H11NO3 at a distorted geometry. Source: the Open Molecules 2025 dataset; level of theory: ωB97M-V with the def2-TZVPD basis set.

```
23
Properties=species:S:1:pos:R:3
O 0.81848 2.37670 -0.01747
O -1.44585 1.29358 -1.68412
O 1.03807 -2.29715 0.09157
N 0.71712 0.02418 0.07355
C 2.87828 -0.53368 -0.04010
C 1.59665 -1.02780 0.01215
C -1.27104 -0.94519 1.23070
C 1.47971 1.19188 -0.08963
C -0.66719 -0.11187 0.07188
C 2.76623 0.86751 -0.13150
C -1.41584 0.60575 1.24208
C -1.19199 -0.07587 -1.31538
H 3.67106 1.51833 0.00312
H -0.84478 1.22342 1.81752
H -2.23480 1.34633 -2.29362
H -0.49766 -1.30152 2.01502
H -2.16496 -0.65412 -1.32770
H -2.09067 -1.52865 0.94889
H 3.71392 -1.14443 -0.28456
H -0.47303 -0.34654 -2.03988
H -2.40480 1.00474 0.90654
H -0.15758 2.17102 -0.04234
H 1.65999 -2.83831 -0.24667
```

Spin multiplicity: 1
SMILES: OCC1(n2c(O)ccc2O)CC1
Total charge: 0
Electronic energy (eV): -16104.15802
HOMO level (eV): -7.17

***

No. 2
A cluster of 2 separate species, C8H11NOS in total at a distorted geometry. Source: the Open Molecules 2025 dataset; level of theory: ωB97M-V with the def2-TZVPD basis set.

```
22
Properties=species:S:1:pos:R:3
S -1.65947 0.21317 -3.51772
O -2.93813 -0.48528 -3.49819
N -1.32658 1.22962 0.02331
C 1.72957 -2.25004 1.93871
C 0.98255 0.01753 2.22584
C 0.98128 -1.01882 0.06764
C 1.43305 -1.18339 2.78875
C -1.94173 1.83443 -3.26502
C 0.67119 0.07993 0.80205
C 0.01910 1.46766 0.27118
C 1.59174 -2.15165 0.59877
H 0.24732 2.24639 1.09830
H -1.62401 0.61328 -0.87043
H 0.80519 0.87407 2.81012
H 1.49198 -1.25216 3.91743
H -0.98921 2.42503 -3.47188
H 2.25205 -3.01805 2.51837
H 0.50449 1.78241 -0.62942
H -1.71494 0.36722 0.75063
H 0.77098 -0.87607 -1.00387
H -2.89470 2.14300 -3.48144
H 1.60827 -3.05829 -0.07315
```

Spin multiplicity: 1
Total charge: 0
Electronic energy (eV): -22843.36878
HOMO level (eV): -8.91

***

No. 3
An isolated molecule of C8H11NOS at a distorted geometry. Source: the Open Molecules 2025 dataset; level of theory: ωB97M-V with the def2-TZVPD basis set.

```
22
Properties=species:S:1:pos:R:3
S -2.17165 0.87830 0.26561
O -1.30010 1.96313 1.75980
N 1.06079 -0.13155 -0.99998
C 0.78849 1.35842 0.98531
C -0.18084 -0.20552 -1.45965
C -0.29113 -0.89803 -2.74170
C -1.15693 0.51496 -0.89471
C 1.35517 0.33933 0.33771
C -2.30067 -0.45944 1.45856
C 2.36876 -0.67278 0.89207
C -0.04612 2.32275 1.46039
H -1.91559 -1.30800 0.87106
H -0.73758 -0.29566 -3.46334
H 0.16730 3.40113 1.42993
H 0.74827 -1.14512 -3.08668
H -3.40129 -0.49799 1.78764
H 2.77759 -0.25813 1.77638
H 1.87328 -1.60327 1.20480
H 3.15725 -0.78335 0.26903
H -0.92858 -1.73707 -2.57842
H 1.88724 -0.43906 -1.56337
H -1.75367 -0.34304 2.28955
```

Spin multiplicity: 1
Total charge: 0
Electronic energy (eV): -22841.15098
HOMO level (eV): -7.64

***

No. 4
A cluster of 3 separate species, C8H11NOS in total at a distorted geometry. Source: the Open Molecules 2025 dataset; level of theory: ωB97M-V with the def2-TZVPD basis set.

```
22
Properties=species:S:1:pos:R:3
S 3.17051 -0.75147 -1.46928
O 3.67050 1.86366 -1.79868
N 0.05224 -1.34675 1.52942
C -0.99226 -1.57969 -0.67146
C 0.34165 1.44958 1.13713
C 3.43794 0.74527 -1.63095
C -0.35748 1.01640 -1.33766
C -1.38200 -1.01162 -1.86259
C -0.91929 0.20661 -2.28081
C -0.29419 -0.80549 0.26254
C -0.17476 0.55349 0.02577
H -1.83266 -1.67119 -2.58009
H -1.67615 -0.51775 4.08898
H -0.14880 1.15878 2.13683
H -1.82349 -0.28241 3.42987
H 0.14164 -0.74338 2.30027
H -1.21371 -2.58273 -0.47999
H -0.04703 2.49840 0.80855
H 1.41523 1.23331 1.26347
H -0.15606 2.14459 -1.51097
H -0.93104 0.62209 -3.28913
H -0.28079 -2.19970 1.92880
```

Spin multiplicity: 1
SMILES: Cc1ccccc1N.[H][H].O=C=S
Total charge: 0
Electronic energy (eV): -22846.09598
HOMO level (eV): -8.08

***

No. 5
An isolated molecule of C8H11NSi at a distorted geometry. Source: the Open Molecules 2025 dataset; level of theory: ωB97M-V with the def2-TZVPD basis set.

```
21
Properties=species:S:1:pos:R:3
Si 2.38953 0.88109 -0.09684
N 1.74522 -1.19283 -1.83011
C -0.70448 -0.78344 0.18943
C -2.49269 0.27157 1.41998
C -2.28514 0.53095 -0.94247
C 0.61042 -1.50297 0.18222
C -1.34186 -0.51661 1.40308
C -1.18364 -0.24010 -1.00694
C -2.87005 0.92172 0.21702
C 1.44613 -0.66570 -0.67152
H 0.94159 -1.68723 1.29192
H 2.18258 -0.59246 -2.52149
H -1.13303 -1.17001 2.14504
H 1.49040 2.04504 -0.45454
H -2.59164 0.80168 -1.97991
H 0.39085 -2.52237 -0.38561
H 2.98751 0.62571 1.19931
H -0.95254 -0.74060 -1.98352
H 3.71964 1.01634 -0.81278
H -3.73422 1.59474 0.15118
H -2.87752 0.52970 2.35194
```

Spin multiplicity: 1
SMILES: [H]/N=C(\[SiH3])Cc1ccccc1
Total charge: 0
Electronic energy (eV): -17839.45590
HOMO level (eV): -9.08

***

No. 6
A cluster of 2 separate species, C8H11O2P in total at a distorted geometry. Source: the Open Molecules 2025 dataset; level of theory: ωB97M-V with the def2-TZVPD basis set.

```
22
Properties=species:S:1:pos:R:3
P 3.51610 1.06401 -0.16304
O 1.47576 -0.58398 -0.81671
O -3.09189 0.50864 -0.76185
C 3.76045 1.42836 1.32232
C 0.10782 -1.06075 1.82585
C 0.09469 0.17675 0.96798
C -0.81267 -0.11147 -1.31226
C 0.23636 -0.08927 -0.49977
C -1.93336 0.39079 -0.46036
C -1.14957 -0.45162 -2.67009
C -1.41546 0.79098 0.86253
H -0.50190 -0.86184 2.73891
H -0.75271 -1.48170 -2.98532
H 1.15063 -1.22545 2.11502
H -1.97931 0.64192 1.84451
H -0.81303 0.33350 -3.37444
H 1.43924 -1.24843 -1.48735
H 3.77207 1.25064 2.36893
H -0.41230 -1.92832 1.25986
H -2.18842 -0.39962 -2.72374
H -1.28641 1.89795 0.75016
H 0.78392 0.95892 1.19887
```

Spin multiplicity: 1
SMILES: CC1=C(O)[C@H](C)CC1=O.C#P
Total charge: 0
Electronic energy (eV): -21854.91480
HOMO level (eV): -9.34

***

No. 7
The ion C8H11O2S with charge -1 at a distorted geometry. Source: the Open Molecules 2025 dataset; level of theory: ωB97M-V with the def2-TZVPD basis set.

```
22
Properties=species:S:1:pos:R:3
S 2.81038 -0.60967 1.17489
O 2.99380 0.65272 1.92977
O 3.20009 -1.79678 2.03419
C 0.31618 0.63023 -2.31105
C 0.64527 -0.66475 1.33854
C -0.08336 -2.44504 -0.22298
C 0.12575 -1.56540 -1.33938
C 0.30759 -0.26089 -1.13520
C 0.18964 -1.98194 1.01011
C -0.88578 1.12938 0.54305
C 0.38556 0.40323 0.23326
H 0.12130 -2.02058 -2.26060
H 0.53874 -0.02970 -3.14772
H -0.69936 1.12227 -2.44110
H -1.35654 1.46977 -0.41867
H 1.05226 1.50809 -2.40130
H 0.19377 -2.75519 1.82271
H 1.13709 1.13500 0.21790
H -0.48084 -3.49695 -0.22906
H -0.59800 1.95600 1.12991
H 0.69378 -0.30286 2.41907
H -1.66777 0.50396 1.03975
```

Spin multiplicity: 1
Total charge: -1
Electronic energy (eV): -23403.93623
HOMO level (eV): -2.69

***

No. 8
A structure of composition C8H11O3 at a distorted geometry. Source: the Open Molecules 2025 dataset; level of theory: ωB97M-V with the def2-TZVPD basis set.

```
22
Properties=species:S:1:pos:R:3
O 0.59407 -2.18855 0.59631
O 2.66103 2.00062 -0.24213
O 2.64890 -1.36589 -0.06739
C -0.19170 1.36967 1.66168
C 0.48368 -0.82915 0.34043
C -0.71040 -0.32080 -0.33628
C 1.79041 -0.31660 -0.03851
C 2.16875 0.91447 -0.09821
C -1.65838 -1.28810 -0.87197
C -0.50642 0.00764 1.12469
C -0.56306 0.80737 -1.36329
H 0.22450 1.53575 -1.01264
H -1.52274 1.34552 -1.42135
H -1.12146 -0.41366 1.91451
H 0.67900 1.39699 2.27495
H -1.60021 -1.36881 -2.02366
H -0.97619 1.73441 2.13057
H -1.36259 -2.33570 -0.60114
H -0.26443 0.47633 -2.38984
H -2.69218 -1.09256 -0.76851
H 0.10705 1.99116 0.82288
H 1.81237 -2.06012 0.36890
```

Spin multiplicity: 1
Total charge: -1
Electronic energy (eV): -14614.33274
HOMO level (eV): -2.89

***

- What is the formula in the sixth record?
  C8H11O2P

***

- Which value of HOMO level does entry 2 give?
  -8.91 eV